Entry 1:
Entry from OMol25: the molecule C6H10O (the ωB97M-V functional and the def2-TZVPD basis).

Properties
LUMO energy in eV: 0.8594
ΔE to the lowest compared entry with this formula, charge and spin in eV: 0.570
Gap between HOMO and LUMO in eV: 10.12
SMILES: C[C@H]1CC=C[C@H]1O
Highest occupied orbital energy in eV: -9.3
Energy in eV: -8430.671

Last column: natural (NBO) charge in e.
Geometry (Å):
C  -0.189  -0.079  1.816  -0.614
C  0.429  -0.468  0.472  -0.226
C  -0.529  -1.298  -0.408  -0.441
C  -1.172  -0.263  -1.311  -0.170
C  -0.518  0.894  -1.276  -0.226
C  0.728  0.709  -0.464  0.069
O  1.278  1.856  0.147  -0.705
H  -1.192  0.346  1.694  0.209
H  -0.279  -0.970  2.451  0.208
H  0.432  0.653  2.342  0.225
H  1.375  -0.986  0.667  0.202
H  -1.268  -1.851  0.181  0.213
H  0.032  -2.033  -1.004  0.213
H  -2.022  -0.483  -1.947  0.209
H  -0.725  1.803  -1.835  0.219
H  1.525  0.372  -1.173  0.144
H  2.094  1.797  -0.350  0.471

Forces on the atoms, in the same order (eV/Å):
-0.03 0.05 -0.03
0.06 -0.09 -0.03
-0.09 -0.12 -0.01
-0.08 0.08 0.01
-0.09 -0.24 -0.03
0.11 -0.53 -0.41
0.28 -0.07 -0.24
0.14 -0.02 -0.04
0.01 0.18 -0.15
-0.09 -0.10 -0.12
-0.20 -0.11 -0.01
0.08 -0.01 -0.06
-0.13 0.07 0.05
-0.04 0.03 0.14
-0.02 -0.22 0.08
-0.57 -0.23 0.13
0.65 1.32 0.70

Entry 2:
Entry from OMol25: a structure of composition CH6ClN2OP (the ωB97M-V functional and the def2-TZVPD basis).

Properties
LUMO energy (spin up / spin down) in eV: -0.6927 / -0.6454
ΔE to the lowest compared entry with this formula, charge and spin in eV: 2.255
Gap between HOMO and LUMO (spin up / spin down) in eV: 9.92 / 7.23
Highest occupied orbital energy (spin up / spin down) in eV: -10.6 / -7.9
Energy in eV: -27970.511

Last column: natural (NBO) charge in e.
Geometry (Å):
C  -1.162  1.132  -0.278  -0.730
N  2.710  0.181  -0.444  -0.714
N  -0.453  -1.215  1.285  -1.180
O  -1.051  -1.524  -1.316  -1.016
P  -0.448  -0.624  -0.268  1.721
Cl  -2.792  0.743  0.118  0.005
H  -0.883  1.474  -1.221  0.236
H  -0.888  1.829  0.507  0.244
H  2.326  1.081  -0.677  0.298
H  2.988  -0.335  -1.296  0.315
H  0.125  -0.655  1.876  0.397
H  -0.472  -2.088  1.715  0.423

Forces on the atoms, in the same order (eV/Å):
0.77 -1.76 2.33
-0.11 -1.16 0.56
0.06 2.34 -0.29
0.53 1.30 1.35
1.02 -1.33 -1.26
-2.16 0.32 -0.37
-0.36 0.77 -1.82
0.86 -0.18 -0.07
-0.07 0.45 -0.68
-0.40 0.63 0.19
0.37 0.71 0.33
-0.50 -2.08 -0.29